No. 1
A cluster of 4 separate species, C43H55BrF5N2O13P in total, computed with ωB97M-V/def2-TZVPD.

Cartesian coordinates (Å):
C -0.5592 4.1195 0.5047
C -0.5650 4.9601 -0.8550
C -1.0182 4.0750 -2.1074
C 0.1367 3.8893 -3.1811
C 0.2113 2.3816 -3.6821
C -0.5963 2.1115 -5.0237
C -1.0413 0.5764 -5.0095
C -2.5755 0.3638 -4.6536
C -3.0379 1.1202 -3.3449
C -4.5158 0.6598 -3.0018
C -5.0249 1.1319 -1.5813
C -5.8850 0.0017 -0.8316
C -5.3431 -0.3225 0.6134
C -4.7581 -1.8043 0.7422
C -4.5189 -2.1985 2.2794
C -3.0210 -1.9149 2.5881
C -2.6831 -0.7555 3.4689
Br -4.0435 0.4212 4.2471
C -1.3003 -0.4211 3.7889
P -0.8987 1.0469 4.9076
O -1.6777 0.8006 6.3920
O -1.4977 2.4642 4.2015
C -0.1426 -1.2061 3.2295
N 1.1333 -0.7948 3.6011
C 2.0383 -1.5808 2.9778
C 3.5582 -1.2552 3.2436
C 3.7717 -0.1880 4.3728
F 5.0438 -0.4966 4.9730
C 1.7514 -2.7073 2.0490
O 2.8088 -3.4153 1.4332
C 2.6862 -3.0758 0.0470
O 2.7701 -3.9426 -0.7695
C 2.4186 -1.5758 -0.3352
C 3.5303 -0.6120 -0.4692
C 3.2747 0.8016 -0.7922
C 1.9180 1.3402 -0.9913
C 0.8146 0.3705 -0.8935
C 1.0668 -1.0400 -0.5785
N 0.5077 -3.1051 1.7452
C -0.4768 -2.3334 2.3484
C -1.9005 -2.6931 2.0385
C -2.2607 -3.9053 1.1252
C -1.6726 -3.8492 -0.3281
F -2.4943 -3.1151 -1.2387
H -1.4961 4.3259 1.0972
H -0.5213 3.0130 0.3219
H 0.3008 4.4551 1.1511
H -1.3694 5.7407 -0.7316
H 0.4255 5.4583 -1.0175
H -1.4243 3.1080 -1.7059
H -1.8666 4.6113 -2.6124
H -0.0352 4.6285 -4.0076
H 1.1247 4.1313 -2.7060
H -0.2767 1.7585 -2.8916
H 1.2710 2.0485 -3.8258
H 0.0276 2.2633 -5.9444
H -1.5162 2.7619 -5.1061
H -0.4181 0.0766 -4.2106
H -0.7761 0.0788 -5.9868
H -2.6996 -0.7420 -4.4485
H -3.1812 0.6366 -5.5613
H -2.9572 2.2225 -3.5391
H -2.3556 0.7990 -2.4997
H -5.1829 1.1539 -3.7715
H -4.6029 -0.4516 -3.1604
H -4.2110 1.5119 -0.9049
H -5.7222 2.0039 -1.7544
H -5.9034 -0.9098 -1.4900
H -6.9602 0.3407 -0.7521
H -6.1953 -0.2756 1.3508
H -4.5412 0.3969 0.9493
H -5.4657 -2.5052 0.2233
H -3.7890 -1.7940 0.1809
H -4.7060 -3.3074 2.3281
H -5.2333 -1.6284 2.9223
H -1.0516 1.0254 7.0991
H -2.1663 2.2767 3.5128
H 3.9912 -2.2257 3.6382
H 4.1207 -1.0232 2.3045
H 3.8661 0.8331 3.9176
H 3.0189 -0.2361 5.1987
H 4.5581 -1.0104 -0.3166
H 4.1233 1.5210 -0.8972
H 1.7089 2.4127 -1.2043
H -0.2451 0.7096 -1.0325
H 0.1513 -1.6807 -0.4960
H -3.3546 -4.1222 1.0535
H -1.7977 -4.8179 1.6115
H -0.6112 -3.5123 -0.3962
H -1.6874 -4.9102 -0.7199
O 7.8981 -1.2570 -1.8954
C 7.9173 -0.9773 -0.7432
O 9.0532 -0.8187 -0.0108
C 8.6558 -0.3584 1.2782
C 7.2372 -0.8382 1.3644
F 6.4784 0.0067 2.1042
O 6.7981 -0.7806 0.0197
H 8.7329 0.7308 1.3149
H 9.2877 -0.7815 2.0580
H 7.1283 -1.8580 1.7427
O 5.3164 -6.0348 -6.1861
C 5.1426 -6.1085 -5.0138
O 4.1327 -5.4850 -4.3479
C 4.1919 -5.9308 -2.9949
C 5.6222 -6.3612 -2.8637
F 5.7462 -7.3940 -1.9925
O 5.9361 -6.8248 -4.1624
H 3.4902 -6.7565 -2.8541
H 3.9325 -5.1290 -2.3046
H 6.3103 -5.5595 -2.5839
O -3.9893 3.6616 1.4484
C -3.9401 4.3730 2.4001
O -4.4230 4.0406 3.6281
C -4.0516 5.0924 4.5161
C -3.8623 6.2481 3.5785
F -2.9036 7.0923 4.0285
O -3.3993 5.6248 2.3958
H -3.1312 4.8188 5.0378
H -4.8315 5.2767 5.2540
H -4.7753 6.8094 3.3641

Output
Calculated total energy: -167996.253 eV
2S+1: 1
Molar mass: 1013.78 g/mol

Mulliken atomic charge list, values in e, 8 entries: 0.188 -0.687 0.333 -1.252 0.722 -0.839 -0.569 -0.896


No. 2
A cluster of 10 separate species, C43H55Cl2F5N4O4 in total, computed with ωB97M-V/def2-TZVPD.

Cartesian coordinates (Å):
F -0.1219 2.2626 -9.1216
C -0.6392 1.0873 -9.6084
C -1.4477 0.9826 -10.7377
C -1.8781 -0.3106 -11.1828
C -1.4595 -1.4672 -10.5671
C -0.6124 -1.2757 -9.4720
C -0.2127 -0.0421 -9.0046
H -1.7683 1.8903 -11.2274
H -2.5616 -0.3920 -12.0151
H -1.7927 -2.4125 -10.9692
H -0.2349 -2.1586 -8.9777
H 0.4148 0.0165 -8.1276
F 3.2648 3.5427 7.1294
C 3.6807 2.5554 7.9689
C 5.0262 2.3180 8.1162
C 5.4838 1.1944 8.7471
C 4.5650 0.2505 9.1785
C 3.2259 0.4856 9.1014
C 2.7514 1.6041 8.4635
H 5.7633 3.0161 7.7477
H 6.5602 1.1103 8.7214
H 4.9573 -0.6639 9.5986
H 2.6282 -0.2379 9.6358
H 1.6978 1.7905 8.3169
F 2.0847 -2.1677 0.5063
C 1.3431 -1.0638 0.4494
C 0.5006 -0.8332 -0.6524
C -0.3342 0.2861 -0.5934
C -0.3746 1.0723 0.5591
C 0.3583 0.7686 1.6819
C 1.2758 -0.2494 1.5851
H 0.5460 -1.3999 -1.5707
H -0.8779 0.6110 -1.4682
H -1.0491 1.9151 0.5252
H 0.3078 1.3378 2.5984
H 1.8718 -0.5451 2.4358
F 4.8816 -3.9412 -5.1857
C 4.7310 -4.7336 -6.2999
C 3.9128 -5.8821 -6.2309
C 3.7219 -6.7229 -7.3718
C 4.3159 -6.3629 -8.5582
C 5.1498 -5.2652 -8.6880
C 5.2720 -4.3715 -7.5802
H 3.3727 -6.0599 -5.3126
H 3.0857 -7.5936 -7.3124
H 4.2351 -7.0105 -9.4187
H 5.4816 -5.0993 -9.7023
H 5.7969 -3.4303 -7.6515
F 7.2501 2.6134 -3.8705
C 6.3973 3.5965 -4.3422
C 6.9421 4.6962 -4.9655
C 6.0949 5.7216 -5.3852
C 4.7405 5.5994 -5.1060
C 4.1742 4.4521 -4.5221
C 5.0827 3.5008 -4.0464
H 8.0029 4.6202 -5.1533
H 6.3923 6.5906 -5.9534
H 4.0723 6.3945 -5.4023
H 3.1181 4.3318 -4.3307
H 4.6898 2.5882 -3.6232
C 5.8090 -5.9261 6.4066
N 5.8644 -7.1541 7.1796
C 6.5461 -8.2698 6.8578
C 6.3667 -9.4625 7.7593
O 7.3473 -8.2944 5.9616
H 5.1049 -5.2512 6.8933
H 5.5344 -6.0098 5.3551
H 6.7376 -5.3577 6.4598
H 5.4761 -7.1550 8.1120
H 6.9882 -9.3345 8.6456
H 6.5721 -10.3590 7.1743
H 5.3452 -9.4806 8.1392
C -4.2052 3.9540 11.8722
N -4.2132 3.7987 10.4222
C -4.2437 2.6358 9.7521
C -4.3924 2.6936 8.2028
O -4.1840 1.5347 10.2984
H -5.0329 3.4175 12.3361
H -4.3501 5.0063 12.1167
H -3.3460 3.5139 12.3784
H -4.2392 4.6415 9.8662
H -4.6411 3.7177 7.9244
H -5.1428 2.0923 7.6895
H -3.4328 2.4571 7.7431
C -9.4240 3.6032 3.8139
N -8.5866 3.8842 2.6533
C -8.0758 5.1072 2.4036
C -7.2395 5.2576 1.1285
O -8.3209 6.0459 3.1793
H -8.9229 3.0396 4.6009
H -10.3126 3.0258 3.5588
H -9.9201 4.4756 4.2393
H -8.4600 3.1763 1.9442
H -7.9239 5.5371 0.3276
H -6.6542 4.4138 0.7633
H -6.5616 6.0951 1.2936
C -11.3006 3.5020 -6.7720
N -10.0003 2.9012 -6.7446
C -8.8753 3.4850 -6.3541
C -7.6467 2.5888 -6.1050
O -8.7743 4.6437 -5.9981
H -11.2211 4.5609 -7.0177
H -11.8610 3.3566 -5.8485
H -11.8933 3.0823 -7.5849
H -10.0042 1.9819 -7.1628
H -7.7333 1.5842 -6.5190
H -7.4983 2.4907 -5.0296
H -6.7580 3.0794 -6.5018
Cl 5.9634 -9.6167 -0.9609
C 5.6597 -8.1469 0.1038
Cl 4.0437 -8.3219 0.8065
H 6.4189 -8.1626 0.8857
H 5.7575 -7.1893 -0.4076

Output
Calculated total energy: -98264.372 eV
2S+1: 1
Molar mass: 857.83 g/mol

Mulliken atomic charge list, values in e, 8 entries: -0.301 0.427 -0.558 -0.160 -0.660 -0.197 -0.410 0.393


No. 3
A structure of composition C43H55F7N10NbO2S, computed with ωB97M-V/def2-TZVPD.

Cartesian coordinates (Å):
O -0.3186 -0.1434 3.7265
S -0.0646 -0.4193 2.3168
O 0.2614 -1.7900 1.9579
Nb 1.9307 1.0407 1.3519
C -1.8339 -0.2938 1.6199
F -1.8412 -0.8741 0.3798
F -2.6350 -1.0266 2.4321
C -2.4150 1.1525 1.5101
F -1.8524 1.9228 2.4698
F -2.1091 1.6805 0.2923
C -3.9601 1.2435 1.6550
F -4.5382 0.2187 0.9989
F -4.4056 2.3816 1.1056
F -4.3475 1.2113 2.9129
H 1.0101 1.2365 -0.2572
H 2.8111 -0.5255 0.9621
H 2.7192 0.8049 2.9986
H 1.3053 2.5866 2.1434
H 3.3465 1.9515 0.7595
N -3.2319 -0.4302 -2.3173
C -2.7858 -0.9828 -3.4813
C -3.5888 -0.5278 -4.4959
C -4.5599 0.3343 -3.9153
C -4.3081 0.3704 -2.5679
H -2.8370 -0.5884 -1.4069
H -1.9355 -1.6433 -3.4932
H -3.4837 -0.7753 -5.5402
H -5.3472 0.8660 -4.4244
H -4.8096 0.8938 -1.7711
N -0.6310 3.0096 7.9383
C -0.2813 1.9724 7.1071
C -0.5027 2.3703 5.8175
C -0.9971 3.7051 5.8700
C -1.0647 4.0712 7.1872
H -0.5769 2.9926 8.9403
H 0.0923 1.0428 7.5021
H -0.3297 1.7745 4.9369
H -1.2732 4.3222 5.0308
H -1.3840 4.9883 7.6530
N 2.6130 -3.3268 0.0487
C 3.9604 -3.4530 0.0060
C 4.3200 -3.7809 -1.2774
C 3.1141 -3.8482 -2.0386
C 2.0797 -3.5526 -1.1826
H 2.1064 -3.0668 0.8842
H 4.5368 -3.2854 0.9004
H 5.3314 -3.9409 -1.6178
H 3.0160 -4.0785 -3.0875
H 1.0191 -3.4782 -1.3514
N -4.0476 4.5752 -1.7399
C -3.8462 4.4804 -3.0891
C -4.3513 5.6171 -3.6644
C -4.8771 6.4270 -2.6181
C -4.6719 5.7550 -1.4421
H -3.7772 3.8817 -1.0630
H -3.3535 3.6260 -3.5197
H -4.3382 5.8461 -4.7173
H -5.3449 7.3928 -2.7170
H -4.9087 6.0180 -0.4254
N 1.3700 5.6006 -0.6084
C 1.0105 6.7392 -1.2789
C -0.3217 6.6434 -1.5829
C -0.7804 5.3935 -1.0777
C 0.2883 4.7776 -0.4826
H 2.2874 5.3892 -0.2595
H 1.7275 7.5168 -1.4810
H -0.9060 7.3785 -2.1114
H -1.7746 4.9896 -1.1480
H 0.3608 3.8270 0.0220
N -3.8406 1.8894 6.8582
C -4.6225 2.9548 7.1944
C -5.9308 2.6050 6.9743
C -5.9309 1.2692 6.4827
C -4.6228 0.8598 6.4246
H -2.8337 1.8633 6.9155
H -4.1839 3.8687 7.5565
H -6.7887 3.2357 7.1408
H -6.7882 0.6809 6.2000
H -4.1864 -0.0723 6.1076
N 4.3048 -4.2656 3.7232
C 3.5308 -3.1981 4.1106
C 2.2195 -3.5347 3.9082
C 2.2030 -4.8551 3.3779
C 3.5007 -5.2767 3.2724
H 5.3085 -4.3079 3.7582
H 3.9771 -2.2910 4.4844
H 1.3676 -2.9040 4.0991
H 1.3316 -5.4253 3.1003
H 3.9174 -6.2027 2.9153
N 5.6168 -5.0548 -4.6287
C 6.0053 -6.1830 -5.2942
C 5.7760 -5.9808 -6.6302
C 5.2250 -4.6760 -6.7712
C 5.1403 -4.1329 -5.5161
H 5.6612 -4.9221 -3.6333
H 6.4092 -7.0300 -4.7665
H 5.9778 -6.6882 -7.4175
H 4.9242 -4.1936 -7.6864
H 4.7823 -3.1743 -5.1807
N -4.1696 -2.6628 -7.8659
C -3.7190 -3.2150 -9.0324
C -4.5181 -2.7579 -10.0472
C -5.4884 -1.8940 -9.4652
C -5.2438 -1.8574 -8.1181
H -3.7725 -2.8211 -6.9564
H -2.8725 -3.8799 -9.0442
H -4.4174 -3.0113 -11.0895
H -6.2721 -1.3603 -9.9767
H -5.7387 -1.3280 -7.3215
N 6.7929 -1.6242 2.5166
C 6.9804 -1.6164 1.1638
C 8.3282 -1.6087 0.9226
C 8.9799 -1.6221 2.1891
C 8.0048 -1.6273 3.1526
H 5.8890 -1.5989 2.9592
H 6.1338 -1.5936 0.4976
H 8.7942 -1.5949 -0.0485
H 10.0421 -1.6188 2.3714
H 8.0732 -1.6237 4.2271

Output
Calculated total energy: -95880.120 eV
2S+1: 1
Molar mass: 1001.94 g/mol
Total charge: -1

Mulliken atomic charge list, values in e, 8 entries: -0.755 1.508 -0.695 -1.113 0.254 -0.423 -0.292 0.651


No. 4
A structure of composition C43H56BrO4P2PdSbSi3, computed with ωB97M-V/def2-TZVPD.

Cartesian coordinates (Å):
Pd -0.2375 -0.4918 0.2217
C -0.1747 -1.7191 6.2844
Si -1.2027 -2.7759 5.0600
C -2.5773 -3.4789 6.1894
C -0.0904 -4.3138 4.8042
Sb -0.7926 -1.5086 2.5808
Si -2.3996 -3.1852 1.4667
C -3.4750 -2.3839 0.1543
C -3.6152 -3.9779 2.6752
C -1.4297 -4.6394 0.7916
Si -2.5861 0.2011 3.2047
C -4.1843 -0.5439 3.8797
C -1.9020 1.2743 4.5881
C -3.0936 1.3263 1.7893
H 0.2886 -2.3517 7.0514
H -0.7995 -0.9798 6.7926
H 0.6180 -1.1741 5.7663
H -2.1144 -3.9054 7.0872
H -3.1449 -4.2649 5.6887
H -3.2914 -2.7142 6.5046
H 0.1766 -4.7715 5.7644
H 0.8325 -4.0486 4.2830
H -0.5929 -5.0709 4.1948
H -4.4218 -2.0926 0.6238
H -3.6911 -3.0906 -0.6531
H -3.0181 -1.4969 -0.2901
H -4.1958 -3.2448 3.2365
H -3.0926 -4.6088 3.3952
H -4.3090 -4.6128 2.1093
H -0.4566 -4.3385 0.4116
H -1.9860 -5.1096 -0.0251
H -1.3002 -5.3713 1.5947
H -3.9883 -1.3240 4.6165
H -4.8028 -0.9769 3.0899
H -4.7544 0.2582 4.3608
H -1.3691 0.6747 5.3266
H -2.7251 1.7930 5.0918
H -1.2041 2.0139 4.1970
H -4.1807 1.4412 1.7929
H -2.7742 0.9408 0.8150
H -2.6302 2.3096 1.8989
Br -2.3387 -6.0857 -6.5649
C -1.9070 -4.8121 -5.2097
C -2.2653 -3.4883 -5.3943
C -1.9410 -2.5686 -4.4046
C -1.2891 -2.9670 -3.2459
C -0.9558 -4.3044 -3.0800
C -1.2525 -5.2378 -4.0671
C -0.9460 -1.9262 -2.1920
O -0.6164 -2.3996 -1.0637
O -1.0091 -0.7365 -2.5111
H -2.7832 -3.1813 -6.2929
H -2.1762 -1.5178 -4.5136
H -0.4723 -4.6022 -2.1586
H -0.9913 -6.2804 -3.9469
C 3.7324 -2.7895 0.1572
P 2.2393 -1.5894 0.2220
C 2.3109 -0.9205 -1.4879
C 1.9939 0.3914 -1.8379
C 1.8889 0.7614 -3.1725
C 2.0717 -0.1707 -4.1817
C 2.3461 -1.4906 -3.8462
C 2.4570 -1.8552 -2.5154
C 3.0387 -0.3538 1.3283
C 3.5778 0.8799 0.9730
C 4.0517 1.7546 1.9401
C 3.9898 1.4167 3.2850
C 3.4578 0.1887 3.6553
C 2.9822 -0.6803 2.6839
P 5.2181 -2.4928 -0.8620
C 6.4029 -3.7490 -0.1860
C 7.7641 -3.5972 -0.4631
C 8.6942 -4.5313 -0.0409
C 8.2800 -5.6568 0.6649
C 6.9349 -5.8253 0.9441
C 6.0049 -4.8764 0.5249
C 5.9628 -0.9943 -0.1073
C 6.2977 -0.8960 1.2423
C 6.8753 0.2572 1.7430
C 7.1261 1.3320 0.8959
C 6.7900 1.2523 -0.4451
C 6.2097 0.0878 -0.9427
H 3.3214 -3.7430 -0.1921
H 3.9925 -2.9304 1.2119
H 1.7265 1.1120 -1.0716
H 1.6117 1.7799 -3.4129
H 1.9664 0.1177 -5.2207
H 2.4529 -2.2437 -4.6177
H 2.6363 -2.8962 -2.2731
H 3.6385 1.1662 -0.0675
H 4.4676 2.7075 1.6352
H 4.3403 2.1098 4.0411
H 3.3732 -0.0828 4.7007
H 2.5106 -1.6095 2.9888
H 8.0982 -2.7223 -1.0110
H 9.7438 -4.3815 -0.2635
H 9.0042 -6.3905 0.9971
H 6.5970 -6.6915 1.4993
H 4.9605 -5.0217 0.7674
H 6.0911 -1.7248 1.9095
H 7.1055 0.3297 2.7978
H 7.5651 2.2400 1.2917
H 6.9657 2.0925 -1.1050
H 5.9263 0.0234 -1.9870
C 0.6376 2.8290 2.7599
O 0.3261 1.5203 2.3444
C 0.1253 1.3474 0.9529
O 0.2513 2.3614 0.2842
H -0.1460 3.5451 2.4941
H 1.5763 3.1768 2.3208
H 0.7405 2.7736 3.8450

Output
Calculated total energy: -175964.536 eV
2S+1: 1
Molar mass: 1091.21 g/mol
Total charge: -2

Mulliken atomic charge list, values in e, 8 entries: 0.360 -1.199 0.507 -1.388 -1.211 -0.106 1.018 -0.993